{
  "formula": "C16H27BClF5O6S",
  "method": "wB97M-V/def2-TZVPD",
  "species": ["C", "C", "C", "C", "O", "S", "O", "O", "C", "F", "Cl", "C", "C", "B", "O", "O", "C", "C", "O", "C", "F", "F", "F", "C", "C", "C", "C", "C", "C", "F", "H", "H", "H", "H", "H", "H", "H", "H", "H", "H", "H", "H", "H", "H", "H", "H", "H", "H", "H", "H", "H", "H", "H", "H", "H", "H", "H"],
  "xyz": [[3.3917, -1.7946, 0.7163], [3.0676, -0.9792, -0.5321], [1.6062, -0.9083, -1.0959], [1.8752, -0.4676, -2.5527], [1.2056, -2.2993, -1.0640], [0.3924, -2.9073, -2.3320], [-0.1319, -4.1413, -1.8191], [-0.8325, -1.7827, -2.4386], [-1.4377, -1.2067, -1.3242], [-1.4708, -2.1072, -0.3199], [-3.1596, -1.0267, -1.8921], [-0.8571, 0.1686, -0.8590], [-0.9049, 1.0555, -2.1442], [-1.6127, 2.4720, -2.1550], [-0.8517, 3.6060, -2.3845], [-2.9976, 2.6434, -2.0944], [-1.8597, 0.7735, 0.1467], [-2.4129, 0.1022, 1.4145], [-3.4267, -0.8282, 1.1454], [-3.0882, 1.2312, 2.2291], [-2.1824, 2.1126, 2.7148], [-4.0262, 1.9038, 1.5321], [-3.7106, 0.6887, 3.3101], [0.6398, 0.0451, -0.2856], [1.3452, 1.4362, -0.3147], [0.7115, 2.6112, 0.4414], [0.6761, -0.3151, 1.2260], [0.3985, -1.7235, 1.7342], [0.8027, -1.8509, 3.2248], [0.9249, -0.6255, 3.8600], [4.4623, -2.0037, 0.6956], [2.9135, -2.7695, 0.7104], [3.2080, -1.3023, 1.6670], [3.5557, -0.0114, -0.5392], [3.5937, -1.5310, -1.3126], [2.4627, 0.4443, -2.5774], [0.9964, -0.3160, -3.1676], [2.4745, -1.2248, -3.0534], [0.0886, 1.2788, -2.5153], [-1.3737, 0.5227, -2.9726], [-1.2286, 4.3244, -1.8712], [-3.3250, 2.8980, -1.2306], [-2.7862, 0.9850, -0.3827], [-1.5286, 1.7552, 0.4723], [-1.7026, -0.2767, 2.1430], [-3.3469, -1.5724, 1.7390], [1.5538, 1.7716, -1.3251], [2.3206, 1.3331, 0.1481], [0.1215, 2.3520, 1.3142], [0.1027, 3.2546, -0.1878], [1.5006, 3.2655, 0.8119], [1.6773, -0.0587, 1.5630], [0.0568, 0.3685, 1.7934], [-0.6442, -2.0208, 1.6944], [0.9336, -2.5179, 1.2320], [0.0803, -2.4667, 3.7582], [1.7594, -2.3678, 3.3057]],
  "forces_ev_per_a": [[0.4436, 0.1095, 0.1910], [-0.0360, -0.8351, -0.1643], [1.2524, 0.6268, -0.1943], [-0.2644, -0.0608, -0.2894], [-0.6972, 0.1933, -0.1657], [-0.0839, -0.3373, 0.1007], [0.0607, 0.0864, -0.0500], [0.6153, 0.1494, 0.3353], [-0.9268, -0.1132, -0.2371], [0.1287, 0.0244, 0.0684], [0.2026, -0.0040, 0.0451], [0.0127, -0.5503, -0.5073], [0.2786, 0.6812, -0.5686], [-0.3928, 0.3188, -0.1905], [0.3434, -0.7485, 0.6787], [0.4349, -0.2020, 0.3429], [-0.6236, 0.0267, 0.5282], [-0.4200, 0.7359, 0.5774], [0.0631, 0.0792, -0.4071], [-0.3274, -0.5706, 0.6197], [-0.2965, -0.0467, -0.3411], [0.4291, 0.0218, 0.2079], [0.2570, 0.3637, -0.4778], [-0.0665, 0.0026, 0.2801], [-0.1599, 0.4920, 0.1739], [0.0091, 0.4612, 0.1029], [0.2825, -0.3985, -0.2004], [-0.2648, -0.2721, 1.2194], [0.2625, -0.5889, -0.5928], [-0.1787, 0.1339, 0.1726], [0.0750, 0.0498, 0.0120], [-0.1720, 0.0050, -0.0496], [-0.1522, 0.0300, 0.0155], [-0.1413, 0.1917, 0.2244], [-0.0428, 0.0476, -0.1846], [0.0195, 0.0973, 0.0917], [-0.0959, -0.0133, 0.0573], [0.0840, -0.1151, 0.0780], [0.1227, -0.1360, 0.1671], [-0.1368, -0.1914, 0.0865], [-0.2568, 0.5472, -0.5310], [-0.3579, 0.0758, 0.0585], [0.0959, -0.1570, -0.3437], [0.3844, -0.0363, -0.1476], [0.2815, -0.2190, -0.2626], [-0.0117, -0.2188, 0.1810], [-0.1136, 0.0134, -0.1065], [0.0544, -0.3593, -0.0105], [0.0971, -0.1660, 0.1081], [-0.1368, -0.1619, -0.1392], [0.1207, -0.0215, -0.0199], [0.0623, 0.0224, -0.0216], [-0.0665, 0.1432, -0.1325], [-0.1281, 0.2647, -0.3065], [0.0268, 0.1364, -0.3600], [-0.1392, 0.1847, 0.1926], [0.1896, 0.2074, 0.0853]],
  "mulliken_charge": [-1.30, -1.01, 0.63, -2.02, -0.26, 0.38, -0.55, -0.41, 0.69, -0.32, -0.16, 4.46, -2.59, 0.82, -0.61, -0.67, -3.97, -0.16, -0.57, 0.43, -0.25, -0.27, -0.30, 2.86, -1.19, -1.61, -3.26, -0.74, -0.96, -0.34, 0.59, 0.20, 0.24, 0.33, 0.53, 0.37, 0.49, 0.55, 0.28, 0.37, 0.32, 0.32, 1.31, 0.62, 0.36, 0.46, 0.28, 0.70, 0.26, 0.24, 0.49, 0.91, 1.32, 0.31, 0.62, 0.39, 0.36],
  "gap_ev": 10.61,
  "charge": 0,
  "mol_weight_g_mol": 488.71,
  "homo_ev": -10.31,
  "energy_ev": -66937.7096
}

{
  "formula": "C4H12",
  "method": "wB97M-V/def2-TZVPD",
  "species": ["C", "C", "H", "H", "H", "H", "H", "H", "C", "C", "H", "H", "H", "H", "H", "H"],
  "xyz": [[2.3955, -1.0693, -1.4072], [0.9818, -0.8286, -0.8457], [2.4920, -0.5729, -2.3737], [3.1209, -0.5811, -0.7383], [2.6863, -2.1113, -1.4408], [0.2065, -1.4979, -1.2359], [0.9877, -1.1030, 0.2090], [0.7978, 0.2418, -0.9462], [-1.4489, 1.5721, 0.7762], [-1.9709, 0.3104, 1.4560], [-0.4394, 1.7561, 1.1356], [-1.3566, 1.4376, -0.2941], [-2.0827, 2.4660, 0.8286], [-1.1765, -0.4065, 1.6051], [-2.7654, -0.1403, 0.8487], [-2.4282, 0.5271, 2.4229]],
  "forces_ev_per_a": [[-0.2314, 0.6432, 0.4231], [0.8319, -0.6754, 0.2793], [0.1516, -0.3195, -0.2013], [-0.1084, -0.0092, -0.1418], [-0.0472, -0.3235, -0.2531], [-0.0106, 0.5462, -0.4738], [0.0041, 0.2675, 0.3514], [-0.5575, -0.1250, 0.0153], [0.1250, 0.0128, -0.2598], [-0.9654, 0.4598, -0.2569], [0.0501, 0.4985, 0.0857], [0.2205, -0.4044, -0.3331], [0.0551, -0.1916, 0.5958], [0.1898, -0.2479, -0.0658], [0.1519, -0.1445, 0.0957], [0.1405, 0.0130, 0.1395]],
  "mulliken_charge": [-1.85, -2.77, 0.67, 0.43, 0.84, 0.70, 0.55, 0.60, -1.66, -1.22, 0.51, 0.39, 0.65, 0.30, 0.54, 0.32],
  "multiplicity": 2,
  "gap_ev": [2.73, 11.96],
  "charge": -1,
  "mol_weight_g_mol": 60.14,
  "homo_ev": [1.56, -7.60],
  "relative_energy_kj_mol": 25.3,
  "energy_ev": -4340.7738
}

{
  "formula": "C3H8N3O2",
  "method": "wB97M-V/def2-TZVPD",
  "species": ["C", "C", "C", "N", "N", "N", "O", "O", "H", "H", "H", "H", "H", "H", "H", "H"],
  "xyz": [[2.1302, -0.1932, -0.1238], [-1.5748, -0.0235, 0.0660], [-2.7108, -0.8827, -0.1639], [1.6361, 0.6675, 0.7041], [3.3467, -0.0597, -0.6447], [0.4469, 0.9566, 0.9501], [-1.7898, 1.2533, -0.1514], [-0.4637, -0.3330, 0.4618], [1.3944, -0.9842, -0.4487], [-2.7392, -1.1030, -1.2528], [-3.5609, -0.2940, 0.0838], [-2.7676, -1.7634, 0.3373], [3.5887, -0.7374, -1.3605], [3.8880, 0.8822, -0.5088], [0.2268, 0.8131, 2.0007], [-1.0509, 1.8016, 0.0508]],
  "forces_ev_per_a": [[-1.8705, 0.9230, 0.0854], [-0.5771, 2.9783, -0.2382], [-0.3198, 1.3114, -2.5425], [3.1616, -0.6758, -0.7336], [1.2345, 1.4640, 0.1296], [-1.4528, 1.0118, 2.5040], [-2.7571, -1.2219, -0.7824], [0.5504, -3.1776, 0.8197], [1.3988, 0.5861, 0.0632], [-0.1158, 0.1805, 0.4971], [-0.9049, 0.4555, -0.0515], [0.4563, -2.5397, 1.6091], [0.4370, 0.5206, 0.3215], [-1.3853, -2.8029, -0.4826], [0.5280, 0.3007, -1.5683], [1.6167, 0.6861, 0.3695]],
  "mulliken_charge": [0.12, 0.81, -1.05, -0.56, -0.37, 0.12, -0.40, -0.40, 0.34, 0.30, 0.35, 0.40, 0.25, 0.30, 0.30, 0.50],
  "gap_ev": 9.32,
  "charge": 1,
  "mol_weight_g_mol": 118.12,
  "homo_ev": -13.07,
  "relative_energy_kj_mol": 327.2,
  "energy_ev": -11796.1119
}

{
  "formula": "C3H9NOS2",
  "method": "wB97M-V/def2-TZVPD",
  "species": ["C", "S", "O", "S", "C", "C", "N", "H", "H", "H", "H", "H", "H", "H", "H", "H"],
  "xyz": [[0.9240, -1.0913, 1.4473], [0.7959, -0.3075, -0.1574], [1.5316, -1.1428, -1.1130], [1.2408, 1.5652, 0.0319], [-0.9482, -0.4776, -0.5515], [-1.9218, 0.2989, 0.3285], [-3.2673, 0.1001, -0.1958], [0.6070, -2.1285, 1.3280], [0.2969, -0.5659, 2.1779], [1.9704, -1.0475, 1.7174], [-1.0101, -0.1396, -1.6017], [-1.1452, -1.5753, -0.5531], [-1.8177, 0.0539, 1.3483], [-1.6710, 1.3492, 0.2353], [-3.6454, -0.8081, 0.0983], [-3.8789, 0.7997, 0.1874]],
  "forces_ev_per_a": [[-0.4818, -0.0059, -0.0524], [0.3700, -0.1321, -0.3332], [-0.4609, 0.5232, 0.6178], [-0.1078, -0.4400, -0.0566], [-0.0818, -0.6122, -0.3780], [0.1137, 0.3312, -1.5905], [-0.1820, -0.6940, 0.1748], [0.0370, 0.0467, 0.0048], [0.2656, -0.0884, -0.2439], [0.1749, 0.0751, 0.0721], [0.0125, -0.0688, 0.4727], [0.1595, 0.6636, 0.0790], [0.1972, -0.5096, 1.4115], [0.0277, 0.2252, -0.0244], [0.2223, 0.4752, -0.1993], [-0.2661, 0.2109, 0.0458]],
  "mulliken_charge": [-1.02, 0.83, -0.66, -0.34, -0.63, -0.46, -0.61, 0.35, 0.36, 0.36, 0.30, 0.37, 0.31, 0.36, 0.22, 0.24],
  "gap_ev": 9.76,
  "charge": 0,
  "mol_weight_g_mol": 139.25,
  "homo_ev": -9.21,
  "relative_energy_kj_mol": 133.1,
  "energy_ev": -28464.0602,
  "smiles": "C[S@](=O)(=S)CCN"
}

{
  "formula": "C5H15IN3P",
  "method": "wB97M-V/def2-TZVPD",
  "species": ["C", "C", "C", "C", "C", "N", "N", "N", "P", "I", "H", "H", "H", "H", "H", "H", "H", "H", "H", "H", "H", "H", "H", "H", "H"],
  "xyz": [[-0.1749, -2.0957, 0.2845], [0.1825, -1.0476, 2.4380], [1.7124, 0.0597, -1.4092], [-0.0050, 1.6255, -2.0030], [-2.1215, 0.4635, 0.0935], [-0.0287, 2.1117, 1.0341], [0.2294, -0.8960, 0.9992], [0.3161, 0.4259, -1.2466], [-0.3107, 0.5535, 0.3301], [1.9611, 2.2609, 1.5421], [-1.1590, -2.4563, 0.6064], [-0.2048, -1.8922, -0.7831], [0.5553, -2.8849, 0.4779], [0.3911, -0.0880, 2.9072], [-0.7923, -1.4097, 2.7884], [0.9455, -1.7669, 2.7464], [1.9913, -0.6907, -0.6737], [1.8493, -0.3507, -2.4132], [2.3812, 0.9213, -1.2991], [0.0897, 1.4193, -3.0692], [-1.0269, 1.9335, -1.7858], [0.6584, 2.4590, -1.7434], [-2.3598, 0.1380, -0.9170], [-2.5400, -0.2412, 0.8106], [-2.5395, 1.4483, 0.2850]],
  "forces_ev_per_a": [[0.1384, -0.1843, -0.1029], [0.1205, 0.1316, 0.2741], [0.3159, -0.1737, -0.1953], [-0.0944, 0.1819, -0.2352], [0.4684, 0.2266, 0.1849], [-0.7821, -3.9525, -0.8830], [-0.3851, 0.7432, -0.1630], [-0.2361, 0.1157, 0.7661], [0.6091, 3.0259, 0.4739], [0.0261, 0.0767, -0.0077], [-0.0316, 0.0245, 0.0263], [0.0033, -0.1261, -0.0116], [-0.0267, -0.0307, -0.0347], [0.0356, -0.0256, 0.0923], [-0.0177, 0.0101, -0.0306], [-0.0316, 0.0516, 0.0321], [0.0732, 0.0014, -0.0564], [0.0319, -0.0428, 0.0106], [-0.0649, -0.0730, 0.0408], [-0.0464, -0.0225, -0.0575], [-0.0077, 0.0845, -0.1612], [-0.0532, -0.0367, 0.0133], [0.0188, -0.0265, 0.0071], [-0.0046, -0.0190, 0.0341], [-0.0591, 0.0399, -0.0166]],
  "mulliken_charge": [-1.16, -0.99, -1.01, -1.00, -1.43, -0.82, 0.16, -0.02, 1.02, -0.04, 0.37, 0.36, 0.35, 0.29, 0.31, 0.32, 0.35, 0.34, 0.36, 0.34, 0.38, 0.29, 0.39, 0.41, 0.43],
  "gap_ev": 8.29,
  "charge": 0,
  "mol_weight_g_mol": 275.07,
  "homo_ev": -7.70,
  "relative_energy_kj_mol": 0.0,
  "energy_ev": -27287.4658
}

{
  "formula": "C17H27F4N5O22",
  "method": "wB97M-V/def2-TZVPD",
  "species": ["O", "C", "O", "C", "C", "F", "O", "H", "H", "H", "O", "C", "O", "C", "C", "F", "O", "H", "H", "H", "O", "C", "O", "C", "C", "F", "O", "H", "H", "H", "O", "C", "O", "C", "C", "F", "O", "H", "H", "H", "C", "N", "O", "O", "H", "H", "H", "C", "N", "O", "O", "H", "H", "H", "C", "N", "O", "O", "H", "H", "H", "C", "N", "O", "O", "H", "H", "H", "C", "N", "O", "O", "H", "H", "H"],
  "xyz": [[-0.4854, -0.7161, -5.0547], [-1.0530, -1.2079, -5.9643], [-0.6967, -2.2748, -6.6406], [-1.5482, -2.5002, -7.7971], [-2.6229, -1.4628, -7.6563], [-3.7495, -2.0176, -7.2346], [-2.2151, -0.7213, -6.5050], [-1.0243, -2.3075, -8.7333], [-1.8950, -3.5150, -7.6023], [-2.8113, -0.8577, -8.5431], [2.4331, -1.3653, 0.1743], [1.4883, -0.7773, -0.3602], [1.5580, 0.1089, -1.3488], [0.3206, 0.5914, -1.6723], [-0.4524, 0.3186, -0.4094], [-1.6971, 0.0644, -0.7879], [0.1808, -0.8268, 0.0396], [0.3115, 1.6424, -1.9611], [-0.1149, -0.0483, -2.4398], [-0.3492, 1.0594, 0.3835], [-5.9323, 4.0701, -0.1949], [-5.0906, 3.4125, 0.4157], [-3.8513, 3.1271, -0.0804], [-3.0122, 2.6192, 0.9554], [-3.9312, 2.6295, 2.1478], [-3.5482, 3.6386, 3.0354], [-5.2007, 2.9530, 1.6605], [-2.7152, 1.6219, 0.6310], [-2.1377, 3.2302, 1.1790], [-4.1664, 1.7097, 2.6832], [-0.6757, 1.9106, 2.5755], [0.1702, 1.8111, 3.4698], [1.0625, 0.7813, 3.6157], [1.6593, 0.7853, 4.8900], [1.1646, 2.1084, 5.4307], [2.1297, 2.9340, 5.5506], [0.2423, 2.6380, 4.5708], [1.3499, -0.0201, 5.5561], [2.7429, 0.9030, 4.8810], [0.7096, 1.9728, 6.4119], [3.9757, 1.1647, 2.4244], [5.4260, 1.0103, 2.4304], [6.0630, 1.2444, 3.4671], [5.9243, 0.7430, 1.3585], [3.6338, 0.8186, 1.4490], [3.7376, 2.1702, 2.7715], [3.5243, 0.4799, 3.1422], [-2.4497, -2.8652, 1.5177], [-3.3758, -1.9890, 2.2220], [-3.5030, -0.8477, 1.8565], [-4.0856, -2.4942, 3.0711], [-1.6412, -2.2450, 1.1308], [-2.9950, -3.3784, 0.7256], [-2.1241, -3.6708, 2.1758], [-3.1315, 0.7534, -3.6896], [-2.6116, 2.1294, -3.5212], [-2.0236, 2.4324, -2.4348], [-2.8145, 2.9047, -4.4093], [-3.8763, 0.8270, -4.4820], [-3.5790, 0.3531, -2.7798], [-2.2951, 0.0959, -3.9269], [5.5853, -0.6973, -1.5677], [6.8106, -1.4822, -1.6703], [7.9273, -0.9589, -1.6375], [6.6987, -2.6963, -1.8010], [5.7500, 0.1354, -0.8839], [4.8448, -1.3146, -1.0591], [5.2869, -0.4659, -2.5902], [1.8552, -2.9690, 3.6945], [0.4635, -2.8203, 4.2392], [0.2688, -1.8704, 4.9942], [-0.3144, -3.7501, 3.9642], [2.1125, -3.9677, 3.3417], [2.5758, -2.5056, 4.3683], [1.8096, -2.2968, 2.8377]],
  "forces_ev_per_a": [[0.2846, 0.1758, 0.8400], [-1.1968, 0.4262, -1.1859], [0.9344, -0.8590, -0.9587], [0.8033, -0.0844, 0.8551], [0.5899, 0.4041, 1.7335], [-2.0626, -0.9988, -0.2627], [0.4962, 1.0787, -0.6629], [0.4094, -0.5803, 0.2401], [-0.2559, 0.1005, -0.8936], [0.0530, 0.2885, 0.2935], [-2.7554, 1.4454, -1.6216], [1.4543, -0.8402, 1.6043], [3.3981, -0.5319, 0.0776], [-1.7882, 0.8280, -0.4197], [0.6709, 1.1526, -1.0295], [-1.4974, -0.4956, 0.6499], [1.0139, -1.9033, 1.2197], [0.3120, -0.2248, -0.0491], [-0.0870, 0.2550, -0.3163], [-0.6928, 0.2245, -0.0344], [2.0489, -2.2469, 1.6333], [-1.1143, 2.5842, -2.5344], [-0.5447, 0.7229, -0.0008], [-0.2244, -0.6991, -0.3041], [-0.7410, -0.1854, 1.3893], [-0.1667, -0.7343, -0.4526], [-0.3282, 0.3586, -0.0502], [0.0497, 0.0396, 0.3884], [-0.2131, 0.1681, -0.3955], [1.0856, 0.0058, 0.3172], [3.1954, -0.2498, 2.5037], [-2.4853, -0.1516, -0.9595], [-0.6518, -0.0789, -1.3984], [-0.2343, 1.1395, 0.8384], [-2.0189, -2.2089, 2.1536], [3.5764, 3.0871, 0.4046], [-1.0057, -0.9178, -2.3030], [-0.0590, -0.2046, -0.6890], [-0.0117, -0.4761, -0.3962], [-0.2836, 0.1728, 0.0996], [-0.9958, -0.7473, 0.4619], [1.5766, 0.7276, 0.9001], [-1.1524, -0.4948, -1.2545], [0.3263, -0.2317, 0.1139], [-0.0822, 0.7057, 0.0311], [-0.0157, 0.0210, -0.5048], [0.4467, -0.0279, 0.0236], [0.8773, -0.6968, -0.3336], [-1.6723, -0.6090, 0.5920], [0.5441, 0.9537, -0.4212], [0.3486, -0.1738, 0.1521], [-0.0827, -0.2887, -0.0324], [-0.1253, 0.4473, -0.1568], [0.1238, 0.4495, 0.2055], [-0.3196, -0.4860, 0.0492], [0.9594, 0.6755, 3.0706], [-1.0835, -0.9571, -2.5261], [0.1071, 0.2967, -0.4219], [0.3118, -0.2553, 0.0211], [0.0828, 0.5695, 0.1439], [-0.0367, 0.2872, -0.2813], [-0.5995, 0.2101, 0.8101], [2.5923, -1.5753, -0.0085], [-1.6081, 0.4128, 0.0172], [-0.6204, 0.5856, 0.0125], [0.2444, 0.2472, -0.6896], [-0.0028, -0.1865, -0.4434], [-0.0464, 0.2843, 0.2664], [-0.1028, 1.2689, -0.7981], [0.2377, -2.0264, 0.9777], [-0.4806, -1.1516, -1.1325], [0.7581, 2.1826, 0.4968], [-0.4384, 0.0941, 0.4407], [-0.2614, -0.4019, 0.2500], [0.2325, -0.0952, -0.3555]],
  "mulliken_charge": [-0.52, 0.65, -0.37, -0.37, 0.33, -0.30, -0.28, 0.28, 0.28, 0.27, -0.54, 0.48, -0.30, -0.41, 0.54, -0.25, -0.26, 0.37, 0.20, 0.18, -0.58, 0.55, -0.33, 0.79, 0.41, -0.35, -0.35, -0.67, 0.28, 0.27, -0.42, 0.29, 0.00, -0.53, 0.25, -0.30, -0.35, 0.29, 0.43, 0.32, -0.18, 0.94, -0.57, -0.55, 0.23, 0.33, -0.21, -0.41, 0.94, -0.51, -0.57, -0.01, 0.29, 0.30, -0.38, 0.94, -0.53, -0.54, 0.36, 0.19, -0.05, -0.59, 0.90, -0.54, -0.53, 0.22, 0.25, 0.31, -0.57, 0.94, -0.53, -0.54, 0.31, 0.29, 0.08],
  "gap_ev": 9.89,
  "charge": 0,
  "mol_weight_g_mol": 729.41,
  "homo_ev": -10.57,
  "relative_energy_kj_mol": 104.2,
  "energy_ev": -81417.2703,
  "smiles": "O=C1OC[C@@H](F)O1.O=C1OC[C@@H](F)O1.O=C1OC[C@@H](F)O1.O=C1OC[C@@H](F)O1.C[N+](=O)[O-].C[N+](=O)[O-].C[N+](=O)[O-].C[N+](=O)[O-].C[N+](=O)[O-]"
}